The following is a DFT calculation (ωB97M-V/def2-TZVPD) of a structure of composition C24H23BrN5S3SeTl at a distorted geometry.

Geometry as XYZ:
```
58
Properties=species:S:1:pos:R:3:forces:R:3
Tl 0.699451 -1.232661 -2.947029 -0.37 0.01 0.28
S -3.679439 1.907605 -1.089315 0.23 -0.31 -0.45
C -4.201538 0.519329 -0.129085 0.38 -0.11 0.48
C -4.849858 0.847323 1.040078 -0.62 -0.79 0.78
C -5.225439 -0.172502 1.957410 -0.26 0.22 -0.71
C -6.052351 0.134529 3.088472 -0.17 0.22 0.73
N -6.699916 0.377245 4.016799 0.45 -0.15 -0.73
C -4.917208 -1.524153 1.659029 -0.04 0.08 -0.54
C -4.195714 -1.833544 0.499065 -0.24 0.37 -0.18
C -3.799408 -0.826452 -0.410305 0.09 0.80 0.72
S -2.712968 -1.108149 -1.684331 0.23 -0.97 -0.77
C -5.413561 -2.612305 2.484749 0.01 -1.14 0.48
N -5.745383 -3.565411 3.063718 0.41 1.50 -0.77
H -5.073558 1.903903 1.212734 -0.02 -0.51 0.28
H -3.910469 -2.837313 0.183398 -0.25 0.10 0.58
C 4.006598 1.976078 1.601324 -0.46 0.73 0.10
N 3.514737 1.566584 0.268457 0.40 -0.35 0.15
C 4.236854 2.253657 -0.805266 0.20 0.07 0.13
C 2.954365 0.355881 0.044898 -0.15 -0.81 -0.06
S 3.254629 -0.494145 -1.460654 -0.29 0.52 1.12
N 2.177975 -0.194889 1.049241 1.22 0.99 -1.18
C 1.159513 0.641013 1.703289 0.00 -0.40 -0.06
C 2.088796 -1.649079 1.178693 -0.33 0.45 0.04
H 5.104327 1.864141 1.603206 -0.38 -0.02 0.11
H 3.558710 1.399858 2.427077 0.22 0.18 -0.58
H 3.767881 3.064275 1.750325 0.19 -1.01 -0.07
H 4.303205 3.321458 -0.545422 -0.30 -0.34 -0.29
H 3.733335 2.044024 -1.738639 -0.17 0.43 -0.15
H 5.270251 1.897313 -0.945834 -0.25 -0.17 0.36
H 1.213063 1.665631 1.328372 0.20 -0.13 0.19
H 1.242353 0.618848 2.808094 -0.11 -0.02 -0.58
H 0.194690 0.255923 1.353231 -0.09 0.05 0.47
H 2.916910 -2.096957 0.624225 -0.09 0.06 0.33
H 1.154222 -2.017938 0.707122 0.28 0.00 0.62
H 2.175209 -1.847168 2.270913 -0.35 -0.32 -0.82
Se -1.492337 1.466620 -0.982399 0.63 -0.20 -0.42
C -0.887162 3.273048 -0.999105 0.21 1.23 0.55
C -1.117088 4.126586 0.107340 -0.18 -0.99 -0.65
C -0.694870 5.431937 0.054555 0.35 0.92 0.78
C -0.011281 5.934378 -1.038646 -0.41 -0.42 -0.97
C 0.169766 5.113688 -2.149872 0.87 0.26 -0.35
C -0.191523 3.777920 -2.116051 -0.90 -0.33 0.66
H -1.655641 3.748688 0.980738 0.15 0.10 -0.33
H -0.867022 6.103285 0.897302 -0.04 -0.25 -0.11
H 0.289572 6.965811 -1.103403 0.05 0.19 0.19
H 0.641628 5.495691 -3.069301 -0.19 -0.08 0.59
H -0.016793 3.138918 -2.972508 -0.07 -0.02 0.00
Br 4.093059 -6.517972 -1.531757 0.21 -0.05 -0.17
C 2.371876 -5.783283 -1.604937 -0.91 0.21 0.26
C 1.317601 -6.436256 -0.939991 0.42 0.38 0.02
C 0.085038 -5.799020 -0.869910 -0.13 0.55 -0.52
C -0.077022 -4.570557 -1.551742 0.39 -0.59 0.64
N 0.934822 -3.964617 -2.164867 0.11 0.09 -0.21
C 2.139556 -4.545389 -2.194973 -0.05 -0.22 0.43
H 1.541114 -7.382765 -0.441975 -0.32 0.31 -0.13
H -0.753782 -6.190175 -0.293052 0.30 -0.08 -0.27
H -1.013234 -4.022368 -1.547797 -0.09 -0.11 0.07
H 2.943437 -3.966093 -2.635696 0.03 -0.16 -0.07
```
Positions in Å, forces in eV/Å.

Kohn-Sham gap, eV: 6.11
Charge: 0
E_HOMO, eV: -6.939
ΔE to the lowest compared entry with this formula, charge and spin, kcal per mole: 0.0

The following is a DFT calculation (ωB97M-V/def2-TZVPD) of a cluster of 2 separate species, C13H18OSi in total at a distorted geometry.

Geometry as XYZ:
```
33
Properties=species:S:1:pos:R:3:forces:R:3
C -0.125057 0.782544 -0.233811 0.77 -0.75 1.33
C 1.079105 1.219307 -0.140552 1.39 -0.34 -0.53
C -1.022813 2.565168 -1.624916 -0.80 0.93 -0.37
C -2.975760 -1.545758 -1.280120 0.76 -1.93 0.71
C -3.222234 -0.114418 -1.573139 -3.82 0.04 1.27
C -3.149390 0.418506 2.055037 -0.51 2.00 -1.30
C -2.293480 -0.756014 2.301269 -0.31 -3.14 -0.20
C -1.214067 0.207303 0.038530 -1.39 -1.39 -0.09
C -2.390043 -0.495683 -0.429966 -0.81 0.73 0.45
C -2.294450 -0.132471 0.972818 0.73 0.45 0.08
C 2.395719 -1.496314 -1.138766 4.01 0.40 -1.77
C 3.953393 1.288174 -0.808081 0.91 -1.04 -0.98
C 3.186460 -0.434549 1.478344 -0.77 0.69 1.09
O -1.841532 3.149127 -1.104616 0.32 -0.17 -0.18
Si 2.634294 0.154055 -0.233919 -0.63 -0.42 1.35
H 1.158867 2.267567 -0.273477 0.56 1.13 -0.33
H -3.823582 -2.017542 -0.669785 1.39 0.19 -1.48
H -2.224787 -2.153161 -1.839904 -1.25 0.25 0.25
H -2.744145 0.412414 -2.297133 1.55 0.98 -2.27
H -4.294882 0.223286 -1.512350 1.17 -0.33 0.37
H -4.186868 0.516246 1.695376 0.32 -0.67 0.96
H -2.744478 1.320308 2.485556 -0.31 0.27 0.24
H -1.385340 -0.474696 2.832144 -0.29 -0.62 0.30
H -2.675180 -1.844632 2.339467 0.61 1.96 0.40
H 2.746440 -1.591169 -2.234743 -0.99 0.75 1.33
H 3.201743 -2.163037 -0.710609 -1.22 0.35 0.18
H 1.433789 -1.872280 -1.048019 -1.73 -0.96 0.33
H 3.800365 2.332465 -0.632771 -0.12 0.55 0.08
H 4.874018 0.949288 -0.348153 0.29 0.21 0.46
H 4.170848 1.083729 -1.856758 -0.25 0.45 -0.33
H 3.176480 0.242415 2.343699 -0.17 0.67 -0.54
H 2.620755 -1.236021 1.911603 -0.78 -0.78 -0.25
H 4.175814 -0.804151 1.537740 1.38 -0.46 -0.58
```
Positions in Å, forces in eV/Å.

Kohn-Sham gap, eV: 9.37
Charge: 0
E_HOMO, eV: -8.470
ΔE to the lowest compared entry with this formula, charge and spin, kcal per mole: 181.3

The following is a DFT calculation (ωB97M-V/def2-TZVPD) of an isolated molecule of C2H5Cl2NO3S at a distorted geometry.

Geometry as XYZ:
```
14
Properties=species:S:1:pos:R:3:forces:R:3
C 0.813231 -0.773486 -0.318558 -0.45 0.76 1.46
C 2.093193 0.114220 -0.559214 -0.68 -3.75 0.54
H -1.932050 1.843403 1.039530 0.29 -1.51 0.20
H -2.227260 0.332580 1.915827 1.41 1.60 -0.93
H 0.619577 -0.953699 0.757949 0.32 0.27 -0.46
H 0.911800 -1.768864 -0.783006 -0.06 0.69 -0.22
H 2.282120 -0.065227 -1.566426 0.37 0.71 -1.95
N -1.585501 0.875428 1.240559 -1.12 -2.16 1.34
O -2.414801 0.929056 -0.951281 -1.08 -1.57 -1.34
O -2.076216 -1.425995 0.170315 0.20 1.72 -0.53
O -0.338402 -0.012997 -0.846560 2.16 -1.06 -0.16
S -1.732890 -0.059826 -0.170460 -0.59 2.35 1.25
Cl 3.517185 -0.736719 0.159295 -0.28 -0.21 0.25
Cl 2.070012 1.702125 -0.087967 -0.48 2.16 0.54
```
Positions in Å, forces in eV/Å.

Kohn-Sham gap, eV: 11.28
Charge: 0
SMILES: NS(=O)(=O)OCC(Cl)Cl
E_HOMO, eV: -10.748
ΔE to the lowest compared entry with this formula, charge and spin, kcal per mole: 25.2